The following is a DFT calculation (wB97M-V/def2-TZVPD) of a cluster of 2 separate species, CH3N3O6P2 in total.

Structure (ORCA input):
```
! wB97M-V def2-TZVPD RIJCOSX def2/J DEFGRID3
* xyz -2 1
P -0.2663 1.1723 0.1004
P 1.5030 0.3314 -1.3723
O 0.3826 1.5714 -1.3527
O 1.0449 -0.7316 -2.3146
O -0.5720 2.3227 0.8938
O 1.4512 -2.8037 0.4499
O -3.2999 1.0691 1.2778
O 2.8438 0.9809 -1.4982
N 0.1000 -2.3414 0.3081
N 1.0691 -0.0714 0.2807
N -1.1413 -0.2573 0.0768
C 0.0183 -1.0199 0.1296
H -2.6863 1.4193 1.8608
H 2.1501 -2.1080 0.4606
H -2.5970 0.4662 0.6993
*
```

Output
LUMO energy in eV: 6.45
Energy in eV: -36421.8457
Max |F| in eV Å⁻¹: 5.408
Highest occupied orbital energy in hartree: -0.031
Relative energy (zero: lowest compared OMol25 entry of this formula, charge and spin) in kcal per mole: 60.4
HOMO-LUMO gap in Eh: 0.268

Mulliken atomic charge list, values in e, 5 entries: atom 1 (P): 1.0294, atom 2 (P): 0.9205, atom 3 (O): -0.4149, atom 4 (O): -0.7002, atom 5 (O): -0.7319